1.
C19H15N3O2S2 | wB97M-V/def2-TZVPD

Computed properties:
* E_tot: -50182.5789 eV
* SMILES string: CC(=O)Nc1nnc(SCC(=O)c2ccc3c(c2)Cc2ccccc2-3)s1
* relative energy (zero: lowest compared OMol25 entry of this formula, charge and spin): 0.945 eV
* orbital gap: 8.42 eV

CARTESIAN COORDINATES (ANGSTROEM)
C (-0.483, -3.852, 1.001)
C (-1.333, -3.241, -0.064)
O (-2.512, -3.438, -0.217)
N (-0.690, -2.381, -0.949)
C (0.585, -1.915, -0.930)
N (1.491, -2.179, -0.053)
N (2.638, -1.552, -0.253)
C (2.648, -0.787, -1.284)
S (3.940, 0.275, -1.719)
C (4.646, 0.596, -0.070)
C (3.652, 0.818, 1.071)
O (4.007, 0.575, 2.197)
C (2.289, 1.262, 0.723)
C (2.024, 2.180, -0.296)
C (0.726, 2.433, -0.697)
C (-0.312, 1.745, -0.084)
C (-0.054, 0.868, 0.985)
C (1.236, 0.640, 1.403)
C (-1.335, 0.270, 1.486)
C (-2.352, 0.845, 0.544)
C (-3.710, 0.612, 0.480)
C (-4.452, 1.268, -0.492)
C (-3.846, 2.143, -1.383)
C (-2.483, 2.380, -1.328)
C (-1.736, 1.725, -0.361)
S (1.132, -0.793, -2.188)
H (-1.098, -4.500, 1.619)
H (-0.017, -3.080, 1.608)
H (0.322, -4.425, 0.546)
H (-1.294, -2.009, -1.673)
H (5.297, -0.234, 0.206)
H (5.256, 1.493, -0.198)
H (2.841, 2.700, -0.774)
H (0.529, 3.135, -1.492)
H (1.465, -0.050, 2.202)
H (-1.324, -0.822, 1.463)
H (-1.534, 0.569, 2.518)
H (-4.187, -0.071, 1.167)
H (-5.516, 1.095, -0.558)
H (-4.445, 2.642, -2.130)
H (-2.012, 3.057, -2.025)

***

2.
C2H5N2O2S | wB97M-V/def2-TZVPD

Computed properties:
* E_tot: -20055.2888 eV
* relative energy (zero: lowest compared OMol25 entry of this formula, charge and spin): 0.757 eV
* orbital gap (alpha / beta): 8.42 / 8.42 eV
* net charge: +1

CARTESIAN COORDINATES (ANGSTROEM)
C (1.205, -0.685, 0.036)
C (-0.166, -0.239, -0.037)
N (-1.158, -1.083, 0.018)
N (-0.483, 1.195, -0.014)
O (3.806, -0.292, -0.220)
O (-1.798, 1.522, -0.219)
S (2.486, 0.345, -0.217)
H (1.359, -1.818, 0.066)
H (-1.147, -2.150, 0.095)
H (-2.087, -0.781, 0.201)
H (0.126, 2.009, -0.303)
H (-2.145, 1.977, 0.593)

***

3.
C7H12N3O3 | wB97M-V/def2-TZVPD

Computed properties:
* E_tot: -18055.3043 eV
* relative energy (zero: lowest compared OMol25 entry of this formula, charge and spin): 5.039 eV
* orbital gap: 8.57 eV
* net charge: +1

CARTESIAN COORDINATES (ANGSTROEM)
C (1.065, 1.472, 1.448)
C (2.157, 2.345, 0.910)
C (-1.347, -0.793, -0.119)
C (-0.107, -1.861, -2.632)
C (-3.197, -1.785, 1.014)
C (0.231, -2.244, -1.159)
C (-2.578, -0.612, 0.591)
N (0.148, 3.404, 1.084)
N (-0.004, 2.238, 1.477)
N (3.402, 1.987, 0.743)
O (-0.629, 0.143, -0.467)
O (1.708, 3.539, 0.723)
O (-0.892, -2.066, -0.298)
H (1.035, 0.365, 1.340)
H (-0.468, -0.850, -2.677)
H (0.797, -2.040, -3.129)
H (-0.904, -2.382, -3.124)
H (-2.754, -2.694, 0.816)
H (-0.262, 4.383, 1.493)
H (-4.056, -1.669, 1.750)
H (0.966, -1.491, -0.789)
H (0.730, -3.216, -1.135)
H (-2.933, 0.363, 0.972)
H (3.745, 0.968, 0.886)
H (4.148, 2.496, 0.281)

***

4.
C3H5NO2Si | wB97M-V/def2-TZVPD

Computed properties:
* E_tot: -16653.2055 eV
* SMILES string: [SiH3]Oc1ncco1
* relative energy (zero: lowest compared OMol25 entry of this formula, charge and spin): 2.978 eV
* orbital gap: 9.11 eV

CARTESIAN COORDINATES (ANGSTROEM)
Si (-2.519, -0.031, -0.113)
O (-0.997, 0.709, 0.210)
C (0.213, 0.246, 0.104)
N (0.756, -1.100, 0.296)
C (2.098, -0.866, 0.142)
C (2.338, 0.445, -0.138)
O (1.133, 1.075, -0.232)
H (-2.642, -1.435, 0.200)
H (-3.200, 0.773, 0.877)
H (-3.036, 0.732, -1.279)
H (2.784, -1.572, 0.415)
H (3.073, 1.024, -0.481)

***

no.,maximum force (eV Å⁻¹)
1,1.70
2,4.23
3,5.35
4,6.12